[1]
Entry from the Open Molecules 2025 dataset: one molecule with the formula C13H15ClO4 at a distorted geometry (wB97M-V/def2-TZVPD).

Geometry (Å):
C (4.0012, -1.2477, 0.4608)
C (4.0968, -0.1057, -0.7556)
O (5.2465, -0.1045, -1.4612)
O (2.9903, 0.8262, -1.0568)
C (3.0683, 2.0548, -0.2487)
C (1.6802, 2.9771, -0.3088)
C (0.3281, 2.0805, -0.0010)
C (0.3926, 0.8236, 0.8480)
C (-1.0558, 0.0052, 1.0199)
O (-1.4512, -0.5435, 2.1721)
C (-1.9917, -0.0208, -0.3657)
C (-2.8125, -1.3349, -0.9035)
C (-2.8329, -2.6109, 0.1261)
C (-3.9847, -2.4276, 1.2986)
Cl (-3.3514, -4.1138, -0.8888)
C (-2.0651, 1.2447, -1.2011)
C (-1.1614, 2.5254, -0.6174)
O (-1.6048, 3.7889, -0.6113)
H (4.9358, -1.0704, 1.1552)
H (3.0096, -1.1656, 1.0801)
H (4.1038, -2.3521, 0.0502)
H (3.2982, 1.8011, 0.8797)
H (3.9217, 2.7274, -0.7295)
H (1.5930, 3.3089, -1.4520)
H (1.7490, 3.9558, 0.3296)
H (1.3944, 0.4647, 1.3400)
H (-2.2928, -1.7012, -1.9133)
H (-3.9077, -1.0010, -1.2131)
H (-1.7626, -2.8762, 0.5801)
H (-3.8631, -3.3302, 2.0446)
H (-3.9645, -1.3789, 1.8285)
H (-5.0298, -2.5133, 0.7289)
H (-2.6775, 1.3141, -2.2149)

Atoms 1-3, force components in eV/Å:
-0.1 0.5 -0.1
5.5 -0.5 -2.9
-7.9 0.4 4.3

**Maximum force**: 9.0 eV Å⁻¹
**Calculated total energy**: -1265.1369 Eh
**Energy relative to the best compared isomer or geometry (same formula, charge and spin)**: 9.358 eV
**SMILES**: CC(=O)OCCC1=CC(=O)C(C[C@@H](C)Cl)=CC1=O
**Frontier orbital gap**: 8.147 eV

[2]
Entry from the Open Molecules 2025 dataset: a 2-piece molecular cluster, C4H7Cl2F2N overall at a distorted geometry (wB97M-V/def2-TZVPD).

Geometry (Å):
C (0.3429, 0.3845, 2.3860)
C (0.1174, -0.6979, 1.3862)
C (-0.6700, -0.0879, 0.1061)
C (0.2122, 0.9155, -0.6366)
N (0.0949, -0.2469, -3.9422)
F (-1.1133, -0.4361, -3.3435)
F (0.5871, -1.5194, -4.1462)
Cl (-0.3389, 2.4946, -0.5309)
Cl (1.1500, 0.3812, -1.7931)
H (1.0330, -0.1336, 3.0794)
H (-0.5842, 0.8655, 2.7086)
H (0.8850, 1.2590, 2.0805)
H (1.0405, -1.0654, 1.0601)
H (-0.3387, -1.5185, 1.7373)
H (-1.6268, 0.2626, 0.4427)
H (-0.7912, -0.8573, -0.5944)

Atoms 1-3, force components in eV/Å:
0.6 -0.4 0.9
-0.3 4.3 -3.5
2.5 -0.5 1.5

**Maximum force**: 5.5 eV Å⁻¹
**Calculated total energy**: -1331.2208 Eh
**Energy relative to the best compared isomer or geometry (same formula, charge and spin)**: 5.188 eV
**Frontier orbital gap (alpha / beta)**: 10.401 / 6.976 eV

[3]
Entry from the Open Molecules 2025 dataset: one molecule with the formula C5H7NO2 at a distorted geometry (wB97M-V/def2-TZVPD).

Geometry (Å):
O (-0.5449, 0.3547, 1.5944)
C (-0.5872, 0.3803, 0.1946)
C (0.5639, 1.1903, -0.3351)
C (1.7091, 0.2400, -0.0220)
N (1.7070, -0.9687, 0.3507)
O (0.4550, -1.6773, 0.3445)
C (-0.4231, -0.9337, -0.4763)
C (-1.7809, -0.3906, -0.3029)
H (-0.2797, -0.5573, 1.8190)
H (0.6388, 2.0925, 0.2906)
H (0.5363, 1.4751, -1.3762)
H (2.7065, 0.6208, 0.0182)
H (0.0267, -0.9297, -1.4962)
H (-2.3562, -0.7108, 0.5887)
H (-2.3713, -0.1856, -1.1922)

Atoms 1-3, force components in eV/Å:
0.3 -0.5 0.0
-0.4 1.0 -1.0
-0.6 0.4 1.0

**Maximum force**: 2.0 eV Å⁻¹
**Calculated total energy**: -399.7939 Eh
**Energy relative to the best compared isomer or geometry (same formula, charge and spin)**: 4.672 eV
**SMILES**: O[C@@]12CC=NO[C@H]1C2
**Frontier orbital gap**: 10.183 eV

[4]
Entry from the Open Molecules 2025 dataset: C28H43N4O2SbSi3Sn as an isolated structure at a distorted geometry (wB97M-V/def2-TZVPD).

Geometry (Å):
Sn (-0.1950, 1.5180, -0.0795)
O (-0.8026, 2.0098, 2.1218)
N (-0.8879, 3.2722, 2.3801)
N (0.0233, 3.9850, 1.8606)
O (0.7873, 3.4845, 0.9372)
C (0.1902, 5.3427, 2.2002)
C (1.1510, 6.0433, 1.4465)
C (1.3041, 7.3783, 1.6823)
C (0.3347, 8.0594, 2.4006)
C (-0.7314, 7.3841, 3.0082)
C (-0.7829, 6.0066, 2.9494)
H (1.8199, 5.5212, 0.7378)
H (2.1660, 8.0145, 1.3015)
H (0.4593, 9.1727, 2.4912)
H (-1.5657, 7.9919, 3.3769)
H (-1.5943, 5.3960, 3.4517)
C (0.3415, -1.6803, 2.2879)
Sb (0.7968, -1.6527, 0.1497)
C (1.7548, 0.3888, -0.0424)
C (2.2146, 0.4052, -1.3970)
C (2.5330, 1.7132, -1.9870)
C (3.0387, 1.7047, -3.2999)
C (3.2522, 0.4972, -3.9950)
C (2.9439, -0.7059, -3.3056)
N (2.3278, -0.7138, -2.1501)
Si (3.1395, 0.5715, 1.2546)
C (2.5864, 1.1052, 2.9188)
C (4.4940, 1.8557, 0.6759)
C (4.0604, -1.1022, 1.4082)
C (-1.4863, -2.3090, -0.6727)
C (-2.4374, -1.4900, 0.0870)
C (-3.3999, -2.0893, 0.9521)
C (-4.2608, -1.2748, 1.6659)
C (-4.2634, 0.0959, 1.4344)
C (-3.3241, 0.6284, 0.5882)
N (-2.4483, -0.1146, -0.0910)
Si (-1.6216, -1.8426, -2.5428)
C (-3.5263, -1.8524, -3.0094)
C (-0.8846, -0.2340, -3.0486)
C (-0.7627, -3.1904, -3.5009)
Si (-1.6007, -4.1888, -0.3427)
C (-0.2072, -5.1480, -1.1618)
C (-3.2091, -5.0812, -0.9372)
C (-1.6368, -4.6775, 1.5632)
H (1.2464, -1.2200, 2.7102)
H (0.2882, -2.7096, 2.6939)
H (-0.5184, -1.0875, 2.4874)
H (2.4760, 2.6442, -1.3922)
H (3.2427, 2.6746, -3.7225)
H (3.6985, 0.4592, -4.9543)
H (3.0782, -1.6479, -3.8031)
H (1.5082, 1.1095, 3.0843)
H (2.8752, 2.1595, 3.1296)
H (3.0691, 0.4002, 3.6863)
H (4.1018, 2.8064, 0.2555)
H (5.0159, 1.4125, -0.1936)
H (5.1364, 2.0468, 1.5662)
H (3.7230, -1.6546, 2.3340)
H (5.0906, -0.8289, 1.6387)
H (4.1244, -1.8125, 0.5614)
H (-3.4156, -3.2135, 0.9912)
H (-5.0190, -1.7121, 2.3197)
H (-4.9296, 0.7491, 2.0688)
H (-3.3081, 1.7201, 0.4062)
H (-4.2374, -1.2072, -2.4992)
H (-3.9088, -2.8847, -2.8892)
H (-3.6234, -1.6593, -4.0874)
H (-1.5177, 0.5517, -2.6335)
H (-1.0071, -0.2457, -4.1238)
H (0.1647, -0.0113, -2.8968)
H (-1.3389, -4.1573, -3.4706)
H (0.2285, -3.3275, -3.1208)
H (-0.7734, -2.8942, -4.5711)
H (-0.6814, -5.7607, -1.9675)
H (0.0818, -5.9609, -0.4703)
H (0.6788, -4.6513, -1.4492)
H (-3.1561, -5.3791, -2.0053)
H (-4.1855, -4.5052, -0.8179)
H (-3.3313, -6.0173, -0.3916)
H (-0.7377, -5.2583, 1.8309)
H (-2.5822, -5.3190, 1.7032)
H (-1.6472, -3.8067, 2.2244)

Atoms 1-3, force components in eV/Å:
0.4 1.6 0.2
-0.3 0.0 -0.9
0.3 0.0 1.4

**Maximum force**: 3.7 eV Å⁻¹
**Calculated total energy**: -2785.1467 Eh
**Energy relative to the best compared isomer or geometry (same formula, charge and spin)**: 0.000 eV
**Frontier orbital gap**: 6.480 eV

[5]
Entry from the Open Molecules 2025 dataset: one molecule with the formula CH2ClPS at a distorted geometry (wB97M-V/def2-TZVPD).

Geometry (Å):
Cl (2.0930, -1.0992, -0.4458)
P (0.9925, -0.0096, 0.8612)
C (-0.6963, 0.0329, 0.0129)
S (0.1814, 1.5141, -0.4573)
H (-1.0870, -0.7206, -0.6276)
H (-1.4836, 0.2824, 0.6566)

Atoms 1-3, force components in eV/Å:
0.3 -0.5 -0.3
-1.6 1.1 -0.9
1.0 0.1 0.8

**Maximum force**: 2.2 eV Å⁻¹
**Calculated total energy**: -1239.0441 Eh
**Energy relative to the best compared isomer or geometry (same formula, charge and spin)**: 0.015 eV
**SMILES**: ClP1CS1
**Frontier orbital gap**: 9.619 eV

[6]
Entry from the Open Molecules 2025 dataset: a 2-piece molecular cluster, C5H12O2 overall (wB97M-V/def2-TZVPD).

Geometry (Å):
C (1.9464, 0.1108, 0.5682)
C (0.8106, 0.0178, -0.4406)
O (-0.0736, 1.1485, -0.4771)
C (-1.4273, 0.7064, -0.5778)
C (-1.3253, -0.7519, -1.0115)
C (-0.1040, -1.1799, -0.2083)
O (-0.3894, -1.2450, 1.1794)
H (2.6442, 0.9188, 0.3306)
H (1.5873, 0.2278, 1.5919)
H (2.5021, -0.8346, 0.5148)
H (1.2560, -0.0766, -1.4422)
H (-1.9243, 0.7887, 0.3994)
H (-1.9654, 1.3364, -1.2937)
H (-2.2213, -1.3511, -0.8193)
H (-1.0913, -0.8095, -2.0809)
H (0.3618, -2.1103, -0.5603)
H (-1.1895, -1.7685, 1.2994)
H (0.4261, 2.5911, 1.8297)
H (0.1770, 2.2810, 1.1982)

Atoms 1-3, force components in eV/Å:
0.0 0.0 0.0
0.2 -0.2 -0.1
0.1 0.0 0.0

**Maximum force**: 0.3 eV Å⁻¹
**Calculated total energy**: -348.1349 Eh
**Energy relative to the best compared isomer or geometry (same formula, charge and spin)**: 1.903 eV
**SMILES**: C[C@@H]1OCC[C@@H]1O.[H][H]
**Frontier orbital gap**: 10.397 eV

Q: Which formula does entry 2 have?
A: C4H7Cl2F2N

Please write out number 2 again, unchanged.
Entry from the Open Molecules 2025 dataset: a 2-piece molecular cluster, C4H7Cl2F2N overall at a distorted geometry (wB97M-V/def2-TZVPD).

Geometry (Å):
C (0.3429, 0.3845, 2.3860)
C (0.1174, -0.6979, 1.3862)
C (-0.6700, -0.0879, 0.1061)
C (0.2122, 0.9155, -0.6366)
N (0.0949, -0.2469, -3.9422)
F (-1.1133, -0.4361, -3.3435)
F (0.5871, -1.5194, -4.1462)
Cl (-0.3389, 2.4946, -0.5309)
Cl (1.1500, 0.3812, -1.7931)
H (1.0330, -0.1336, 3.0794)
H (-0.5842, 0.8655, 2.7086)
H (0.8850, 1.2590, 2.0805)
H (1.0405, -1.0654, 1.0601)
H (-0.3387, -1.5185, 1.7373)
H (-1.6268, 0.2626, 0.4427)
H (-0.7912, -0.8573, -0.5944)

Atoms 1-3, force components in eV/Å:
0.6 -0.4 0.9
-0.3 4.3 -3.5
2.5 -0.5 1.5

**Maximum force**: 5.5 eV Å⁻¹
**Calculated total energy**: -1331.2208 Eh
**Energy relative to the best compared isomer or geometry (same formula, charge and spin)**: 5.188 eV
**Frontier orbital gap (alpha / beta)**: 10.401 / 6.976 eV

Q: Look up the calculated total energy of the second one.
A: -1331.2208 Eh

Q: Which formula does entry 4 have?
A: C28H43N4O2SbSi3Sn